Record 1
# C5H8OS2

C5H8OS2 as an isolated structure at a distorted geometry (wB97M-V/def2-TZVPD, the Open Molecules 2025 dataset).

The calculation puts the energy above the lowest of the compared OMol25 structures with the same formula, charge and spin at 142.0 kcal per mole. As for the net charge: 0. As for the calculated total energy: -29026.523 eV. The calculation puts the lowest unoccupied orbital energy at -0.0104 Ha.

Last column: Löwdin charge in e.
Geometry (Å):
C -0.050 2.375 0.490  -0.203
C -1.223 1.763 -0.279  -0.343
C -0.885 0.185 -0.091  -1.252
C 0.546 -2.091 -0.828  -0.484
C 1.439 -2.459 0.312  -0.242
H 1.009 2.407 -0.423  0.161
H 0.353 1.877 1.567  0.113
H -0.289 3.567 1.007  0.130
H -2.248 1.935 0.052  0.097
H -1.116 2.008 -1.304  0.064
H -0.524 -2.624 -0.524  0.122
H 0.958 -2.626 -1.576  0.029
H 0.772 -2.333 1.765  0.213
O 2.655 -2.937 0.063  -0.064
S -1.573 -0.695 0.999  0.717
S 0.174 -0.351 -1.231  0.944

=====

Record 2
# C6H10ClPS

One molecule with the formula C6H10ClPS at a distorted geometry (wB97M-V/def2-TZVPD, the Open Molecules 2025 dataset).

The calculation puts the energy above the lowest of the compared OMol25 structures with the same formula, charge and spin at 0.0 kcal per mole. As for the structure (SMILES): C=CCSP(Cl)/C=C/C. As for the net charge: 0. As for the calculated total energy: -39029.701 eV. The calculation puts the lowest unoccupied orbital energy at 0.0306 Ha.

Last column: Löwdin charge in e.
Geometry (Å):
C 2.399 0.651 -0.877  -0.685
C 2.957 0.907 0.424  -0.295
C -2.562 -0.178 0.479  -0.236
C -1.684 -0.494 -0.458  -0.481
C -3.992 0.061 0.122  -0.095
C 3.503 -0.047 1.199  0.016
P -0.005 -0.777 0.059  0.264
S 0.683 0.921 -1.005  0.585
Cl 0.538 -2.219 -1.164  0.243
H 2.875 1.257 -1.702  0.101
H 2.445 -0.403 -1.132  0.010
H 2.623 1.886 0.868  0.115
H -2.222 -0.201 1.501  0.086
H -1.855 -0.730 -1.450  0.041
H -4.620 0.063 1.031  0.079
H -4.296 -0.745 -0.499  0.064
H -4.058 1.041 -0.395  0.093
H 3.844 0.091 2.164  0.025
H 3.425 -1.085 0.833  0.069

=====

Record 3
# C5H11NO2P

A 2-piece molecular cluster, C5H11NO2P overall at a distorted geometry (wB97M-V/def2-TZVPD, the Open Molecules 2025 dataset).

The calculation puts the energy above the lowest of the compared OMol25 structures with the same formula, charge and spin at 111.2 kcal per mole. As for the net charge: -1. As for the calculated total energy: -20234.471 eV. The calculation puts the lowest unoccupied orbital energy (alpha / beta) at 0.0928 / 0.0549 Ha.

Last column: Löwdin charge in e.
Geometry (Å):
C 1.178 -0.202 -0.803  -0.359
C 0.797 -1.457 -0.859  -0.106
C -0.474 1.382 -1.741  -0.091
C -0.230 1.030 0.774  -0.122
C 0.471 1.144 -0.588  -0.462
N -0.484 -4.145 2.291  -0.210
O 1.686 -4.363 3.961  -0.396
O 1.571 -2.574 2.110  -0.265
P 0.769 -3.550 3.113  0.466
H 2.284 -0.172 -0.730  0.053
H -0.281 -1.830 -0.825  -0.023
H -0.861 0.473 -2.059  0.045
H -1.154 2.223 -1.479  0.076
H 0.126 1.839 -2.514  0.063
H 0.415 0.727 1.678  0.086
H -0.827 1.945 1.008  0.066
H -0.821 0.122 0.835  0.050
H 1.282 1.822 -0.469  0.097
H -0.949 -4.886 2.830  -0.046
H 0.892 -1.930 1.639  0.079

=====

Record 4
# C4H7NO2

One molecule with the formula C4H7NO2 at a distorted geometry (wB97M-V/def2-TZVPD, the Open Molecules 2025 dataset).

The calculation puts the energy above the lowest of the compared OMol25 structures with the same formula, charge and spin at 62.4 kcal per mole. As for the structure (SMILES): CCO[C@H](O)C#N. As for the net charge: 0. As for the calculated total energy: -9844.574 eV. The calculation puts the lowest unoccupied orbital energy at 0.0271 Ha.

Last column: Löwdin charge in e.
Geometry (Å):
C -0.523 -2.055 -1.560  -0.111
C -0.042 1.068 1.805  -0.094
C 0.684 0.513 0.664  -0.296
C 0.067 -0.776 -1.210  -0.477
N -1.194 -2.973 -1.744  0.179
O -0.539 0.213 -1.974  0.033
O -0.091 -0.552 0.128  -0.077
H -0.672 1.900 1.309  0.116
H -0.558 0.301 2.415  0.098
H 0.811 1.435 2.363  0.074
H 1.565 -0.105 1.093  0.154
H 0.876 1.372 -0.023  0.140
H 1.050 -0.833 -1.530  0.137
H -1.434 0.491 -1.735  0.124

=====

Record 5
# C2HClO4

One molecule with the formula C2HClO4 at a distorted geometry (wB97M-V/def2-TZVPD, the Open Molecules 2025 dataset).

The calculation puts the energy above the lowest of the compared OMol25 structures with the same formula, charge and spin at 166.5 kcal per mole. As for the net charge: 0. As for the calculated total energy: -22796.387 eV. The calculation puts the lowest unoccupied orbital energy (alpha / beta) at -0.0415 / -0.0459 Ha.

Last column: Löwdin charge in e.
Geometry (Å):
C 1.210 -0.382 1.003  -0.227
C -0.281 0.413 -0.554  -0.790
O 2.295 -0.815 1.299  0.163
O 0.060 -0.265 1.611  0.082
O -0.945 0.256 0.683  -0.047
O -0.452 -0.560 -1.433  0.056
Cl -0.540 2.070 -1.130  0.691
H -1.347 -0.718 -1.479  0.074

=====

Record 6
# C29H21F11N2O5PS2V

C29H21F11N2O5PS2V as an isolated structure at a distorted geometry (wB97M-V/def2-TZVPD, the Open Molecules 2025 dataset).

The calculation puts the energy above the lowest of the compared OMol25 structures with the same formula, charge and spin at 0.0 kcal per mole. As for the net charge: +2. As for the calculated total energy: -130152.141 eV. The calculation puts the lowest unoccupied orbital energy (alpha / beta) at -0.2882 / -0.2883 Ha.

Last column: Löwdin charge in e.
Geometry (Å):
V -0.313 -0.001 0.742  0.972
F -1.671 5.756 -0.041  0.203
C -1.331 4.602 -0.561  -0.685
F -0.242 4.726 -1.310  0.163
F -2.315 4.108 -1.291  0.172
S -0.923 3.437 0.825  0.714
O -0.260 2.293 0.143  -0.365
O -0.203 4.155 1.808  -0.185
N -2.367 2.968 1.365  -0.249
S -2.823 1.565 0.951  0.749
O -2.958 1.215 -0.436  -0.286
O -1.904 0.510 1.634  -0.404
C -4.498 1.355 1.772  -0.669
F -4.507 1.988 2.919  0.209
F -5.368 1.863 0.927  0.199
F -4.694 0.063 1.938  0.191
C -1.495 -0.771 -5.203  -0.036
C -2.370 -0.009 -4.438  -0.039
C -2.438 -0.188 -3.066  -0.088
C -1.627 -1.147 -2.449  -0.321
C -0.735 -1.899 -3.224  -0.082
C -0.676 -1.713 -4.597  -0.052
P -1.669 -1.506 -0.695  1.143
C -3.268 -2.013 -0.092  -0.327
C -4.435 -1.768 -0.819  -0.064
C -5.650 -2.222 -0.336  -0.043
C -5.704 -2.909 0.870  -0.035
C -4.544 -3.153 1.595  -0.042
C -3.324 -2.707 1.120  -0.071
C -0.465 -2.694 -0.229  -0.374
C -0.220 -4.031 -0.556  -0.036
C 0.817 -4.663 0.093  -0.020
C 1.577 -3.976 1.052  -0.015
C 1.309 -2.664 1.395  -0.043
C 0.250 -2.018 0.744  -0.195
H -1.454 -0.631 -6.275  0.123
H -3.007 0.724 -4.913  0.123
H -3.110 0.428 -2.488  0.088
H -0.090 -2.636 -2.766  0.101
H 0.003 -2.311 -5.190  0.122
H -4.402 -1.252 -1.769  0.102
H -6.554 -2.050 -0.905  0.122
H -6.656 -3.265 1.244  0.123
H -4.589 -3.698 2.528  0.123
H -2.424 -2.909 1.686  0.102
H -0.826 -4.550 -1.288  0.130
H 1.052 -5.695 -0.131  0.126
H 2.389 -4.491 1.550  0.126
H 1.910 -2.181 2.151  0.118
F -1.125 -1.791 3.353  0.115
C -0.115 -0.956 3.610  -0.216
C 0.457 -0.212 2.584  -0.086
C 1.469 0.670 2.932  -0.183
F 2.063 1.440 2.001  0.089
C 1.930 0.795 4.232  -0.127
F 2.914 1.630 4.517  0.167
C 1.346 0.032 5.229  -0.107
F 1.760 0.138 6.471  0.189
C 0.311 -0.847 4.917  -0.121
F -0.257 -1.556 5.876  0.168
C 3.177 2.300 -2.448  0.039
N 2.042 1.495 -1.946  -0.092
C 0.860 1.353 -2.815  0.042
C 2.096 0.967 -0.778  -0.146
O 1.130 0.246 -0.300  -0.150
H 2.788 3.263 -2.767  0.111
H 3.630 1.779 -3.288  0.115
H 3.901 2.439 -1.650  0.106
H 1.023 1.969 -3.694  0.113
H -0.021 1.696 -2.278  0.090
H 0.742 0.312 -3.108  0.093
H 2.965 1.116 -0.148  0.172